ORCA calculation (wB97M-V/def2-TZVPD) on a cluster of 2 separate species, C13H13ClSi in total at a distorted geometry.

Calculated values
Spin multiplicity   3
HOMO-LUMO gap (alpha / beta)   6.24 / 6.87 eV

Geometry (Å):
C (-0.77, 3.86, 1.17)
C (3.22, -2.42, -0.65)
C (-1.65, 3.13, 1.88)
C (-0.14, 3.25, 0.04)
C (2.33, -2.76, -1.57)
C (2.82, -1.98, 0.64)
C (-1.93, 1.83, 1.54)
C (-0.38, 1.96, -0.23)
C (0.96, -2.64, -1.29)
C (1.46, -1.81, 0.90)
C (-1.17, 1.15, 0.57)
C (0.53, -2.04, -0.08)
C (-2.28, -1.13, -1.25)
Si (-1.27, -1.56, 0.29)
Cl (-2.60, -2.53, -2.40)
H (-0.61, 4.82, 1.57)
H (4.27, -2.22, -0.73)
H (-2.15, 3.74, 2.56)
H (0.59, 3.79, -0.57)
H (2.55, -3.33, -2.45)
H (3.62, -1.87, 1.38)
H (-2.81, 1.38, 1.94)
H (0.18, 1.53, -1.06)
H (0.22, -2.89, -2.05)
H (1.22, -1.36, 1.81)
H (-3.29, -0.68, -1.11)
H (-1.64, -0.40, -1.89)
H (-2.03, -2.03, 1.57)


ORCA calculation (wB97M-V/def2-TZVPD) on the molecule C5H8O.

Calculated values
Relative energy (zero: lowest compared OMol25 entry of this formula, charge and spin)   245.91 kJ/mol
HOMO-LUMO gap   10.45 eV

Geometry (Å):
C (2.28, -0.56, -0.16)
C (1.33, 0.62, -0.48)
C (0.00, 0.21, -0.90)
C (-1.17, -0.08, -0.90)
C (-2.51, -0.17, -0.29)
O (-2.48, 0.44, 0.99)
H (3.04, -0.69, -0.93)
H (2.80, -0.39, 0.79)
H (1.73, -1.49, -0.08)
H (1.04, 1.20, 0.41)
H (1.80, 1.35, -1.14)
H (-2.83, -1.22, -0.21)
H (-3.25, 0.37, -0.87)
H (-1.78, -0.01, 1.49)


ORCA calculation (wB97M-V/def2-TZVPD) on the molecule C5H11N3O at a distorted geometry.

Calculated values
Relative energy (zero: lowest compared OMol25 entry of this formula, charge and spin)   134.93 kJ/mol
HOMO-LUMO gap   7.53 eV

Geometry (Å):
C (0.57, 0.28, 2.09)
C (1.25, -0.33, -0.29)
C (0.10, 0.18, -0.97)
C (-1.16, -0.05, -0.47)
N (0.28, 1.08, -2.06)
N (-1.56, -1.23, 0.17)
N (-2.23, 0.73, -0.91)
C (1.33, -0.48, 1.05)
O (2.27, -0.75, -1.13)
H (3.04, -0.99, -0.60)
H (-0.33, 0.86, -2.84)
H (1.25, 1.07, -2.36)
H (-2.19, -1.08, 0.95)
H (-0.77, -1.80, 0.45)
H (-1.99, 1.68, -1.12)
H (-3.13, 0.49, -0.53)
H (2.14, -1.09, 1.45)
H (1.26, 0.75, 2.80)
H (-0.03, 1.07, 1.64)
H (-0.07, -0.38, 2.69)


ORCA calculation (wB97M-V/def2-TZVPD) on a structure of composition C26H20I2N4O3Tl.

Calculated values
Relative energy (zero: lowest compared OMol25 entry of this formula, charge and spin)   0.00 kJ/mol
Charge   -1
HOMO-LUMO gap   6.50 eV

Geometry (Å):
Tl (-0.37, 1.09, 1.04)
I (-0.99, -6.82, 1.37)
C (-0.64, -4.80, 0.80)
C (0.63, -4.40, 0.45)
C (0.81, -3.10, 0.07)
I (2.74, -2.41, -0.47)
C (-0.20, -2.11, 0.02)
O (0.04, -0.93, -0.38)
C (-1.49, -2.58, 0.44)
C (-2.58, -1.56, 0.57)
N (-2.29, -0.69, 1.70)
C (-2.28, -1.32, 3.00)
C (-0.90, -1.36, 3.60)
C (-0.70, -1.82, 4.90)
C (0.58, -1.85, 5.41)
C (1.63, -1.44, 4.61)
C (1.34, -0.99, 3.33)
N (0.11, -0.93, 2.86)
C (-1.69, -3.90, 0.80)
H (1.46, -5.09, 0.47)
H (-2.60, -0.94, -0.32)
H (-3.56, -2.07, 0.68)
H (-2.91, 0.13, 1.67)
H (-2.94, -0.80, 3.70)
H (-2.64, -2.36, 2.93)
H (-1.55, -2.12, 5.51)
H (0.76, -2.19, 6.42)
H (2.65, -1.47, 4.96)
H (2.11, -0.64, 2.66)
H (-2.68, -4.22, 1.10)
O (-4.56, 3.07, 0.09)
C (-3.45, 2.56, 0.18)
O (-2.94, 1.97, 1.16)
C (-2.54, 2.69, -1.08)
C (-2.75, 3.75, -1.95)
C (-1.92, 3.90, -3.05)
C (-0.93, 2.94, -3.26)
C (-0.81, 1.91, -2.35)
N (-1.57, 1.79, -1.27)
H (-3.55, 4.44, -1.73)
H (-2.03, 4.74, -3.72)
H (-0.26, 3.00, -4.10)
H (-0.06, 1.14, -2.47)
N (2.45, 1.36, 0.30)
C (2.76, 1.50, -0.80)
C (3.17, 1.75, -2.13)
C (3.10, 3.06, -2.61)
C (3.53, 3.34, -3.89)
C (4.03, 2.33, -4.70)
C (4.09, 1.03, -4.22)
C (3.66, 0.73, -2.94)
H (2.71, 3.84, -1.97)
H (3.46, 4.35, -4.27)
H (4.39, 2.56, -5.69)
H (4.46, 0.24, -4.86)
H (3.72, -0.28, -2.55)


ORCA calculation (wB97M-V/def2-TZVPD) on a structure of composition C19H18BBrCl30O6 at a distorted geometry.

Calculated values
HOMO-LUMO gap   8.85 eV

Geometry (Å):
C (-2.29, 1.37, -1.42)
C (-1.07, 2.09, -1.64)
C (0.36, 2.86, -1.23)
C (0.16, 4.42, -0.80)
C (1.56, 5.20, -1.27)
C (2.87, 5.72, -1.52)
C (-1.04, 5.09, -1.72)
C (-2.50, 5.16, -0.99)
O (-3.48, 4.36, -1.49)
Br (-2.99, 6.37, 0.54)
O (0.04, 4.68, 0.64)
C (-0.56, 3.55, 1.38)
O (-1.86, 3.31, 1.56)
O (0.41, 2.60, 2.02)
B (-0.20, 1.95, 3.19)
O (-1.16, 0.83, 3.18)
O (0.27, 2.45, 4.53)
H (-3.35, 0.87, -1.18)
H (1.02, 2.22, -0.49)
H (0.97, 2.87, -2.25)
H (3.98, 5.83, -1.90)
H (-0.70, 6.22, -1.91)
H (-1.10, 4.62, -2.82)
H (-2.04, 1.20, 3.50)
H (0.93, 1.78, 4.90)
C (7.10, 6.62, -1.18)
Cl (6.34, 7.81, -0.12)
Cl (5.87, 5.73, -2.10)
Cl (8.24, 7.41, -2.28)
H (7.65, 5.91, -0.56)
C (-3.68, -0.75, 1.72)
Cl (-2.89, 0.06, 0.35)
Cl (-5.30, -0.09, 1.99)
Cl (-3.76, -2.50, 1.43)
H (-3.08, -0.58, 2.61)
C (0.34, -2.05, 0.78)
Cl (0.73, -2.99, -0.67)
Cl (0.97, -2.86, 2.23)
Cl (0.98, -0.41, 0.65)
H (-0.75, -1.99, 0.87)
C (-3.09, -6.74, 0.76)
Cl (-2.40, -8.14, 1.60)
Cl (-4.48, -6.11, 1.66)
Cl (-1.87, -5.48, 0.54)
H (-3.44, -7.06, -0.22)
C (2.15, 0.13, -3.48)
Cl (2.85, -1.28, -2.65)
Cl (0.76, 0.75, -2.58)
Cl (3.37, 1.39, -3.70)
H (1.80, -0.20, -4.47)
C (-2.76, -0.33, -5.20)
Cl (-1.09, 0.02, -5.68)
Cl (-3.14, 0.46, -3.67)
Cl (-3.89, 0.19, -6.47)
H (-2.86, -1.41, -5.07)
C (-7.81, -1.06, 5.19)
Cl (-9.49, -1.06, 4.63)
Cl (-6.76, -1.88, 4.03)
Cl (-7.25, 0.60, 5.47)
H (-7.76, -1.60, 6.14)
C (2.46, -6.49, -0.92)
Cl (2.64, -5.06, -1.96)
Cl (0.78, -6.65, -0.38)
Cl (2.98, -7.95, -1.77)
H (3.09, -6.35, -0.04)
C (-0.68, -11.61, -0.08)
Cl (-0.29, -12.54, -1.53)
Cl (-0.05, -12.41, 1.37)
Cl (-0.04, -9.96, -0.21)
H (-1.77, -11.55, 0.00)
C (8.13, 4.51, 2.12)
Cl (7.44, 3.72, 0.69)
Cl (9.29, 3.44, 2.92)
Cl (8.91, 6.04, 1.67)
H (7.32, 4.73, 2.81)


ORCA calculation (wB97M-V/def2-TZVPD) on the ion C5H11N2O with charge +1 at a distorted geometry.

Calculated values
Relative energy (zero: lowest compared OMol25 entry of this formula, charge and spin)   482.10 kJ/mol
Charge   +1
HOMO-LUMO gap   8.10 eV

Geometry (Å):
C (-0.50, 0.17, 1.16)
C (-1.69, 0.26, 0.14)
C (1.45, -0.82, 0.25)
C (-1.66, 1.49, -0.78)
C (2.72, -0.80, -0.57)
N (0.71, 0.23, 0.49)
N (-1.97, -1.05, -0.46)
O (-1.47, -1.98, 0.01)
H (-0.61, 1.01, 1.91)
H (-0.51, -0.90, 1.65)
H (-2.63, 0.39, 0.76)
H (1.03, -1.58, 0.78)
H (-0.92, 1.30, -1.60)
H (-1.11, 2.27, -0.28)
H (-2.60, 1.61, -1.24)
H (3.01, 0.22, -0.75)
H (2.48, -1.48, -1.46)
H (3.42, -1.32, 0.17)
H (0.86, 0.98, -0.17)


ORCA calculation (wB97M-V/def2-TZVPD) on the ion HO5S with charge -1 at a distorted geometry.

Calculated values
Relative energy (zero: lowest compared OMol25 entry of this formula, charge and spin)   0.00 kJ/mol
Charge   -1
HOMO-LUMO gap   9.84 eV

Geometry (Å):
O (0.18, 1.67, -0.10)
O (-0.87, -0.29, -1.17)
O (0.49, -0.59, 0.95)
O (1.50, -0.88, -0.06)
O (-1.64, 0.48, 1.09)
S (-0.60, 0.45, 0.13)
H (0.94, -0.85, -0.84)


ORCA calculation (wB97M-V/def2-TZVPD) on a cluster of 16 separate species, C16H48N16O32 in total at a distorted geometry.

Calculated values
Relative energy (zero: lowest compared OMol25 entry of this formula, charge and spin)   142.96 kJ/mol
HOMO-LUMO gap   9.83 eV

Geometry (Å):
C (0.52, 4.92, -5.86)
N (0.60, 3.60, -5.23)
O (1.71, 3.07, -5.14)
O (-0.45, 3.15, -4.81)
H (0.46, 5.57, -4.99)
H (-0.49, 4.98, -6.26)
H (1.24, 5.03, -6.67)
C (-1.24, 4.38, -1.38)
N (-1.30, 5.66, -2.18)
O (-0.28, 6.11, -2.70)
O (-2.40, 6.13, -2.39)
H (-0.67, 4.61, -0.48)
H (-0.65, 3.65, -1.94)
H (-2.25, 4.03, -1.16)
C (0.44, 0.15, 0.99)
N (0.03, -0.48, -0.29)
O (-0.69, 0.18, -1.05)
O (0.38, -1.61, -0.42)
H (-0.09, 1.10, 1.06)
H (1.51, 0.34, 0.96)
H (0.03, -0.49, 1.78)
C (-3.04, -2.59, -0.54)
N (-3.03, -1.91, 0.82)
O (-2.96, -0.70, 0.89)
O (-2.98, -2.64, 1.81)
H (-2.47, -2.03, -1.27)
H (-4.08, -2.51, -0.85)
H (-2.65, -3.58, -0.31)
C (-2.49, 2.86, 3.02)
N (-2.95, 3.52, 1.77)
O (-3.48, 2.84, 0.89)
O (-2.57, 4.66, 1.55)
H (-1.42, 3.09, 3.02)
H (-2.73, 1.79, 3.06)
H (-3.01, 3.31, 3.86)
C (-2.16, -0.48, 4.83)
N (-3.60, -1.03, 4.74)
O (-4.44, -0.22, 4.45)
O (-3.75, -2.20, 5.02)
H (-1.55, -1.02, 5.56)
H (-2.31, 0.54, 5.18)
H (-1.66, -0.62, 3.87)
C (1.66, -4.36, -1.87)
N (1.39, -3.28, -2.90)
O (2.32, -2.80, -3.61)
O (0.20, -2.96, -3.01)
H (0.89, -5.12, -1.94)
H (1.49, -3.72, -1.00)
H (2.64, -4.83, -1.92)
C (6.56, 1.39, 5.23)
N (6.11, 0.51, 4.14)
O (5.33, 0.95, 3.26)
O (6.48, -0.65, 4.06)
H (7.38, 0.88, 5.75)
H (5.71, 1.49, 5.90)
H (6.92, 2.32, 4.79)
C (-0.38, -4.69, 3.08)
N (0.36, -3.47, 3.60)
O (-0.05, -2.41, 3.15)
O (1.34, -3.59, 4.27)
H (-1.27, -4.38, 2.54)
H (-0.54, -5.44, 3.86)
H (0.32, -5.11, 2.36)
C (-3.22, 1.59, -2.55)
N (-3.96, 0.38, -2.93)
O (-4.15, 0.22, -4.13)
O (-4.42, -0.36, -2.04)
H (-4.07, 2.23, -2.30)
H (-2.79, 1.99, -3.46)
H (-2.72, 1.47, -1.58)
C (3.09, 0.28, -2.69)
N (2.92, 0.78, -1.34)
O (3.26, 0.03, -0.40)
O (2.45, 1.87, -1.18)
H (2.31, -0.42, -2.98)
H (4.09, -0.14, -2.78)
H (3.05, 1.03, -3.48)
C (1.45, -1.07, 6.30)
N (1.46, -0.35, 4.96)
O (0.63, 0.52, 4.75)
O (2.37, -0.70, 4.16)
H (1.77, -0.35, 7.05)
H (2.10, -1.94, 6.18)
H (0.41, -1.38, 6.41)
C (3.28, -2.68, 1.33)
N (3.40, -3.99, 1.98)
O (4.28, -4.20, 2.82)
O (2.71, -4.88, 1.44)
H (3.43, -1.86, 2.02)
H (2.25, -2.70, 0.97)
H (4.03, -2.49, 0.56)
C (3.10, 3.05, 2.66)
N (1.83, 3.79, 2.60)
O (1.08, 3.54, 1.66)
O (1.63, 4.66, 3.43)
H (3.63, 3.18, 3.60)
H (3.76, 3.43, 1.88)
H (2.80, 2.02, 2.48)
C (-2.44, 0.66, -6.81)
N (-1.37, 1.52, -7.47)
O (-0.28, 1.07, -7.63)
O (-1.62, 2.66, -7.82)
H (-2.18, 0.52, -5.76)
H (-2.62, -0.22, -7.42)
H (-3.34, 1.27, -6.80)
C (-3.37, -4.66, -3.64)
N (-3.93, -3.74, -4.68)
O (-3.31, -2.73, -4.83)
O (-4.98, -4.05, -5.24)
H (-3.30, -5.61, -4.17)
H (-4.05, -4.75, -2.79)
H (-2.37, -4.39, -3.28)


ORCA calculation (wB97M-V/def2-TZVPD) on a cluster of 9 separate species, C34H67FN9O10S in total at a distorted geometry.

Calculated values
Charge   +1
HOMO-LUMO gap   7.23 eV

Geometry (Å):
C (-1.71, -3.69, -1.60)
C (-1.42, -2.22, -1.59)
C (-0.75, -1.62, -2.66)
C (-0.52, -0.25, -2.70)
C (-0.96, 0.56, -1.66)
C (-1.61, -0.03, -0.58)
C (-2.05, 0.85, 0.54)
S (-1.16, 0.40, 2.08)
C (-0.04, 1.81, 2.38)
O (-0.53, 2.87, 2.49)
N (1.31, 1.47, 2.52)
C (1.99, 1.07, 1.32)
O (3.02, 0.53, 1.27)
F (1.26, 1.40, 0.24)
C (-1.84, -1.41, -0.54)
H (-2.77, -3.83, -1.84)
H (-1.13, -4.21, -2.35)
H (-1.53, -4.17, -0.65)
H (-0.43, -2.24, -3.49)
H (-0.03, 0.18, -3.55)
H (-0.77, 1.62, -1.69)
H (-3.12, 0.80, 0.76)
H (-1.78, 1.89, 0.37)
H (-0.33, -0.59, 1.70)
H (1.78, 2.28, 2.93)
H (-2.38, -1.86, 0.29)
C (-0.36, 3.92, -3.54)
O (0.10, 3.05, -2.81)
N (-0.49, 5.20, -3.19)
C (-1.01, 6.21, -4.09)
C (-0.08, 5.58, -1.84)
H (-0.69, 3.70, -4.57)
H (-0.26, 6.99, -4.26)
H (-1.91, 6.67, -3.67)
H (-1.26, 5.75, -5.04)
H (0.98, 5.34, -1.69)
H (-0.67, 5.03, -1.11)
H (-0.23, 6.65, -1.70)
C (4.12, 4.73, -0.57)
O (3.22, 5.25, -1.21)
N (4.43, 3.43, -0.63)
C (5.50, 2.85, 0.16)
C (3.65, 2.59, -1.52)
H (4.76, 5.31, 0.12)
H (6.25, 2.41, -0.49)
H (5.10, 2.07, 0.82)
H (5.98, 3.61, 0.77)
H (3.73, 2.94, -2.55)
H (2.59, 2.61, -1.26)
H (4.01, 1.56, -1.45)
C (0.78, -3.99, 1.55)
O (-0.01, -4.84, 1.20)
N (0.93, -3.59, 2.83)
C (1.91, -2.60, 3.22)
C (0.09, -4.20, 3.85)
H (1.46, -3.47, 0.85)
H (2.62, -3.01, 3.94)
H (1.43, -1.74, 3.69)
H (2.46, -2.26, 2.35)
H (0.24, -5.28, 3.87)
H (-0.97, -4.01, 3.63)
H (0.34, -3.78, 4.82)
C (8.72, 4.69, 0.92)
O (8.13, 3.74, 1.40)
N (9.92, 4.62, 0.33)
C (10.58, 5.79, -0.23)
C (10.58, 3.33, 0.25)
H (8.30, 5.71, 0.93)
H (10.76, 5.65, -1.30)
H (11.54, 5.96, 0.27)
H (9.96, 6.66, -0.09)
H (9.97, 2.62, -0.30)
H (10.74, 2.92, 1.25)
H (11.54, 3.44, -0.25)
C (-0.67, -5.80, -4.70)
O (-1.72, -5.37, -5.15)
N (-0.33, -7.10, -4.62)
C (0.93, -7.53, -4.06)
C (-1.27, -8.09, -5.12)
H (0.11, -5.13, -4.29)
H (1.51, -8.08, -4.80)
H (0.76, -8.18, -3.20)
H (1.50, -6.67, -3.73)
H (-1.48, -7.92, -6.18)
H (-2.22, -8.02, -4.58)
H (-0.85, -9.08, -4.99)
C (-4.92, -2.09, 2.95)
O (-3.74, -2.41, 3.04)
N (-5.38, -0.87, 3.27)
C (-6.77, -0.48, 3.11)
C (-4.41, 0.07, 3.78)
H (-5.69, -2.77, 2.57)
H (-6.85, 0.37, 2.43)
H (-7.19, -0.19, 4.08)
H (-7.34, -1.31, 2.72)
H (-3.62, 0.18, 3.04)
H (-3.96, -0.31, 4.70)
H (-4.87, 1.03, 3.99)
C (-4.26, 0.07, 8.06)
O (-4.63, 0.59, 7.02)
N (-4.33, -1.25, 8.31)
C (-3.89, -1.82, 9.57)
C (-4.87, -2.13, 7.29)
H (-3.84, 0.65, 8.89)
H (-3.09, -2.54, 9.40)
H (-4.72, -2.32, 10.07)
H (-3.52, -1.03, 10.22)
H (-4.28, -2.06, 6.37)
H (-5.90, -1.84, 7.04)
H (-4.86, -3.15, 7.65)
C (-2.16, 1.27, -6.04)
O (-1.10, 0.94, -5.55)
N (-3.29, 0.54, -5.98)
C (-4.53, 0.98, -6.59)
C (-3.26, -0.74, -5.28)
H (-2.29, 2.21, -6.59)
H (-5.31, 1.08, -5.84)
H (-4.86, 0.26, -7.34)
H (-4.38, 1.94, -7.07)
H (-2.98, -0.59, -4.23)
H (-2.53, -1.41, -5.73)
H (-4.24, -1.20, -5.33)